Run P
# C28H27AsBF4MoN3OSSe

A molecular structure, C28H27AsBF4MoN3OSSe (ωB97M-V/def2-TZVPD, the Open Molecules 2025 dataset).

The calculation puts the frontier orbital gap (alpha / beta) at 5.241 / 5.573 eV. The expectation value of S² is 0.79. The multiplicity is 2. As for the charge: +3.

CARTESIAN COORDINATES (ANGSTROEM)
Mo -0.70508 -0.73760 -0.21670
O 1.10812 -0.86286 0.33588
N 1.73018 -1.50289 1.33116
C 3.06147 -1.33426 1.51980
C 3.62463 -1.93852 2.60570
C 2.81965 -2.71235 3.45769
C 1.48381 -2.91045 3.18175
C 0.91596 -2.28363 2.07474
S -0.72306 -2.40162 1.56134
H 3.58308 -0.74305 0.78336
H 4.68257 -1.81483 2.78976
H 3.25667 -3.17158 4.33513
H 0.86070 -3.53632 3.80552
C 1.32897 4.82727 -3.48850
C 1.19724 3.49380 -3.85239
C 0.71257 2.57252 -2.93567
C 0.37195 3.01697 -1.66436
C 0.50795 4.34676 -1.27384
C 0.99045 5.25240 -2.20606
As -0.33587 1.87368 -0.34015
C -2.09702 2.38983 0.15742
C -2.69958 1.75538 1.24831
C -4.03618 1.98767 1.52261
C -4.76435 2.85162 0.70687
C -4.15351 3.50351 -0.35622
C -2.81584 3.26756 -0.64559
C 0.72288 2.19070 1.23095
C 2.08170 1.87076 1.17143
C 2.89394 2.11850 2.26287
C 2.35241 2.67532 3.42102
C 1.00911 3.01330 3.46919
C 0.18532 2.77848 2.37159
H 1.69703 5.54530 -4.20923
H 1.46757 3.17199 -4.84887
H 0.59763 1.53383 -3.22028
H 0.24494 4.67822 -0.27746
H 1.10645 6.29182 -1.92920
H -2.13022 1.10404 1.90621
H -4.50953 1.51098 2.37082
H -5.81650 3.01241 0.90151
H -4.71885 4.19576 -0.96577
H -2.34730 3.75979 -1.48815
H 2.51325 1.49583 0.24955
H 3.95522 1.90687 2.21297
H 2.99089 2.87736 4.27134
H 0.59446 3.46812 4.35893
H -0.84816 3.09165 2.40522
F -5.71818 -1.52100 0.64228
B -4.59349 -2.12227 0.37268
F -2.48322 -0.49999 -0.64184
F -4.43414 -2.85246 -0.71515
F -3.57144 -2.04778 1.22864
C -2.04825 -4.72877 -2.13443
N -0.57883 -4.66029 -1.95150
C 0.21579 -5.74831 -1.68370
C 1.49310 -5.30252 -1.60837
N 1.46024 -3.94520 -1.83080
C 2.66206 -3.10016 -1.91871
C 0.18778 -3.56814 -2.02252
Se -0.43762 -1.83842 -2.44041
H -2.29597 -5.73882 -2.44471
H -2.35417 -4.02592 -2.90179
H -2.54516 -4.49923 -1.19672
H -0.18429 -6.74407 -1.59230
H 2.41059 -5.83717 -1.42803
H 3.17833 -3.30247 -2.85417
H 3.32201 -3.34124 -1.08911
H 2.36717 -2.05581 -1.89155

Mulliken population analysis, charges in e, atoms 1 to 8: atom 1 (Mo): 0.55, atom 2 (O): -0.04, atom 3 (N): 0.60, atom 4 (C): -0.23, atom 5 (C): -0.91, atom 6 (C): -0.30, atom 7 (C): -0.94, atom 8 (C): 0.48

Run Q
# C28H27AsBF4MoN3OSSe

A molecular structure, C28H27AsBF4MoN3OSSe (ωB97M-V/def2-TZVPD, the Open Molecules 2025 dataset).

The calculation puts the frontier orbital gap (alpha / beta) at 5.410 / 6.063 eV. The expectation value of S² is 0.82. The multiplicity is 2. As for the charge: +3.

CARTESIAN COORDINATES (ANGSTROEM)
Mo 0.39518 -0.31463 0.49206
O 0.31666 -2.21008 0.01458
N 0.41543 -2.70204 -1.23537
C 0.35810 -4.03889 -1.39967
C 0.43907 -4.54298 -2.67314
C 0.56849 -3.66999 -3.75393
C 0.61934 -2.30455 -3.54799
C 0.54157 -1.81666 -2.24867
S 0.57528 -0.15014 -1.80276
H 0.24253 -4.61513 -0.49365
H 0.39218 -5.61267 -2.82013
H 0.62141 -4.06408 -4.76044
H 0.70727 -1.60718 -4.36954
C 4.11312 3.64350 3.00121
C 3.11608 2.83138 3.52813
C 2.76851 1.65584 2.88322
C 3.42776 1.30125 1.70915
C 4.43523 2.10222 1.17879
C 4.77380 3.27885 1.83538
As 2.98426 -0.37666 0.91128
C 3.91443 -0.74201 -0.72180
C 4.05235 0.21879 -1.72338
C 4.73703 -0.10872 -2.88190
C 5.26573 -1.38536 -3.04616
C 5.11177 -2.34099 -2.05256
C 4.43534 -2.02540 -0.88150
C 3.49936 -1.74823 2.15568
C 4.80233 -1.61778 2.63677
C 5.29960 -2.56793 3.51516
C 4.50471 -3.63797 3.90673
C 3.21093 -3.76369 3.42015
C 2.70142 -2.81696 2.54160
H 4.38422 4.56031 3.50753
H 2.62103 3.11386 4.44795
H 2.01123 1.00676 3.31389
H 4.96511 1.81964 0.27830
H 5.56182 3.90514 1.43865
H 3.63676 1.21093 -1.61338
H 4.86833 0.63659 -3.65504
H 5.80836 -1.62988 -3.94979
H 5.53435 -3.32904 -2.17725
H 4.34662 -2.76756 -0.09790
H 5.43430 -0.78743 2.34285
H 6.30865 -2.47193 3.89266
H 4.89866 -4.37814 4.59030
H 2.60103 -4.60694 3.71687
H 1.69755 -2.93728 2.15482
F 2.04769 2.59257 -0.75348
B 1.98948 3.84282 -0.28361
F -0.18888 1.46062 0.45185
F 2.51197 4.81473 -0.97204
F 1.39716 4.03749 0.87534
C -1.47354 2.33151 2.98808
N -1.11147 1.46513 4.11427
C -1.14590 1.86868 5.42235
C -0.80574 0.79904 6.18795
N -0.57818 -0.24787 5.33916
C -0.20596 -1.60087 5.76957
C -0.75682 0.17169 4.07401
Se -0.60596 -1.05897 2.63557
H -2.06517 3.15259 3.38151
H -2.07415 1.77004 2.28022
H -0.57674 2.71772 2.50961
H -1.42858 2.87081 5.69644
H -0.72531 0.69031 7.25615
H -0.13396 -1.59448 6.85247
H 0.75876 -1.86960 5.34497
H -0.97413 -2.30777 5.46444

Mulliken population analysis, charges in e, atoms 1 to 8: atom 1 (Mo): 0.53, atom 2 (O): -0.60, atom 3 (N): 0.54, atom 4 (C): -0.25, atom 5 (C): -0.76, atom 6 (C): -0.26, atom 7 (C): -0.82, atom 8 (C): 0.84

Most stable one: run Q, least stable one: run P.

Run P
# C4H15N2O

2 unconnected molecules or ions with the total composition C4H15N2O (ωB97M-V/def2-TZVPD, the Open Molecules 2025 dataset).

The calculation puts the frontier orbital gap at 8.693 eV. The multiplicity is 1. As for the charge: +1.

CARTESIAN COORDINATES (ANGSTROEM)
C -1.56279 1.02644 0.43582
C -1.61176 -0.13253 -0.48445
C -0.17903 -0.82228 -0.93570
C 0.58246 0.07213 -1.93639
N 1.94963 0.39818 -1.52566
N -0.71215 0.64713 1.68176
H -0.91547 1.86694 -0.01954
H -2.48172 1.49749 0.74219
H -2.04778 0.03961 -1.46272
H -2.14301 -0.98406 -0.04925
H 0.26547 -0.93878 0.06647
H -0.24581 -1.79176 -1.44037
H 0.17594 1.08534 -2.08165
H 0.52050 -0.40365 -2.93440
H 2.20052 1.01960 -0.78535
H 2.66582 -0.19832 -1.89331
H 0.24665 0.35804 1.51556
H -1.12324 -0.12005 2.24156
H -0.75780 1.50353 2.24550
H 2.06871 -0.75977 1.87082
H 1.69299 -2.14279 2.33659
O 1.41188 -1.22043 2.41251

Mulliken population analysis, charges in e, atoms 1 to 8: atom 1 (C): -0.38, atom 2 (C): -0.85, atom 3 (C): -0.30, atom 4 (C): -0.61, atom 5 (N): -0.45, atom 6 (N): -0.28, atom 7 (H): 0.30, atom 8 (H): 0.40

Run Q
# C4H15N2O

2 unconnected molecules or ions with the total composition C4H15N2O (ωB97M-V/def2-TZVPD, the Open Molecules 2025 dataset).

The calculation puts the frontier orbital gap at 10.789 eV. The multiplicity is 1. As for the charge: +1.

CARTESIAN COORDINATES (ANGSTROEM)
C -1.47090 -0.33293 2.15550
C -1.02872 -0.15289 0.69889
C -0.36796 -1.43409 0.18447
C 0.18627 -1.37107 -1.23228
N 1.51151 -0.70884 -1.06473
N 0.06571 0.94149 0.82746
H -0.91364 -0.79814 2.95977
H -1.76009 0.66240 2.51886
H -2.38623 -0.91862 2.22822
H -1.84043 0.25351 0.09541
H -1.14677 -2.22707 0.35742
H 0.29996 -1.83746 0.96459
H 0.30181 -2.45436 -1.47413
H -0.43010 -0.85350 -1.94267
H 2.07460 -1.34283 -0.51406
H 1.95319 -0.45071 -1.94354
H -0.32916 1.81142 1.17921
H 0.79242 0.59317 1.45089
H 0.52176 1.01407 -0.08798
H 0.13046 2.07878 -1.97208
H 1.64153 2.36080 -1.74497
O 0.74674 2.52240 -1.38394

Mulliken population analysis, charges in e, atoms 1 to 8: atom 1 (C): -1.49, atom 2 (C): 0.31, atom 3 (C): -0.83, atom 4 (C): -0.54, atom 5 (N): -0.52, atom 6 (N): -0.19, atom 7 (H): 0.37, atom 8 (H): 0.41

Most stable one: run Q, least stable one: run P.

Run P
# C4H15N2O

2 unconnected molecules or ions with the total composition C4H15N2O (ωB97M-V/def2-TZVPD, the Open Molecules 2025 dataset).

The calculation puts the frontier orbital gap at 11.032 eV. The multiplicity is 1. As for the charge: +1.

CARTESIAN COORDINATES (ANGSTROEM)
C -1.81626 -0.08432 0.29990
N -2.20510 -1.00894 1.37301
C -0.48051 0.54614 0.67536
N 0.46306 -0.63326 0.80754
C 1.77998 -0.40265 1.51305
C -0.12972 1.69118 -0.26950
H -2.46800 0.69685 -0.15861
H -1.63547 -0.76166 -0.60622
H -2.30182 -0.51034 2.24007
H -3.04028 -1.49465 1.06542
H -0.70329 1.10619 1.59291
H 0.84165 -1.06079 -0.04284
H 0.01984 -1.50026 1.38462
H 2.34000 0.39915 1.11005
H 2.35845 -1.25010 1.65736
H 1.61299 -0.15085 2.56359
H -0.76181 1.70703 -1.18174
H 0.84277 1.60411 -0.79986
H -0.16920 2.63519 0.24160
H 1.20078 0.46843 -3.90074
H 2.50607 -0.01392 -4.42470
O 1.91441 -0.13615 -3.66915

Mulliken population analysis, charges in e, atoms 1 to 8: atom 1 (C): -0.93, atom 2 (N): -0.46, atom 3 (C): 0.38, atom 4 (N): -0.19, atom 5 (C): -1.09, atom 6 (C): -1.38, atom 7 (H): 0.40, atom 8 (H): 0.33

Run Q
# C4H15N2O

2 unconnected molecules or ions with the total composition C4H15N2O (ωB97M-V/def2-TZVPD, the Open Molecules 2025 dataset).

The calculation puts the frontier orbital gap at 10.824 eV. The multiplicity is 1. As for the charge: +1.

CARTESIAN COORDINATES (ANGSTROEM)
C -0.82590 -0.70517 -0.49872
N -1.12238 -1.30148 -1.79874
C 0.04239 0.51415 -0.66899
N -0.76343 1.47280 -1.54100
C 1.67244 2.12626 0.45110
C 0.47103 1.18728 0.65158
H -1.76213 -0.39690 -0.01262
H -0.40318 -1.41280 0.22060
H -1.94961 -1.87209 -1.78562
H -0.31054 -1.81530 -2.11400
H 0.95422 0.30801 -1.23094
H -1.28646 2.08681 -0.90938
H -1.38338 0.92488 -2.14741
H -0.15935 2.00844 -2.14689
H 1.81863 2.65603 1.38903
H 2.54981 1.48923 0.32917
H 1.64791 2.79010 -0.40819
H -0.41431 1.66637 1.07588
H 0.75926 0.35115 1.28398
H 0.31478 -3.78380 3.99129
H -0.18262 -4.54033 2.83915
O 0.33280 -3.75365 3.03073

Mulliken population analysis, charges in e, atoms 1 to 8: atom 1 (C): -0.83, atom 2 (N): -0.54, atom 3 (C): -0.21, atom 4 (N): -0.23, atom 5 (C): -1.19, atom 6 (C): -0.53, atom 7 (H): 0.41, atom 8 (H): 0.46

Most stable one: run Q, least stable one: run P.

Run P
# C4H15N2O

2 unconnected molecules or ions with the total composition C4H15N2O (ωB97M-V/def2-TZVPD, the Open Molecules 2025 dataset).

The calculation puts the frontier orbital gap at 9.317 eV. The multiplicity is 1. As for the charge: +1.

CARTESIAN COORDINATES (ANGSTROEM)
N 0.26368 -0.69938 -2.20357
C 0.40420 0.63753 -1.56611
C 0.14027 0.56765 -0.09932
N -1.20279 0.91456 0.04585
C -1.95626 0.33068 1.14303
C -1.03146 0.24638 2.43328
H 0.28823 -0.41576 -3.22087
H -0.62185 -0.99492 -1.81405
H 0.91300 -1.38201 -2.05181
H 1.44041 0.97996 -1.64409
H -0.22994 1.29592 -2.05451
H 0.99390 1.03461 0.41738
H 0.47271 -0.51873 0.23694
H -1.23148 1.99798 0.00910
H -2.35669 -0.63961 0.87820
H -2.74089 1.14030 1.33042
H -1.61337 0.10635 3.30456
H -0.29480 -0.55504 2.21163
H -0.61017 1.28318 2.61909
H 3.60471 -1.24851 0.07599
H 2.62959 -2.50514 0.09846
O 2.73899 -1.57599 -0.14961

Mulliken population analysis, charges in e, atoms 1 to 8: atom 1 (N): -0.17, atom 2 (C): -0.81, atom 3 (C): -0.72, atom 4 (N): -0.26, atom 5 (C): -0.35, atom 6 (C): -0.98, atom 7 (H): 0.40, atom 8 (H): 0.36

Run Q
# C4H15N2O

2 unconnected molecules or ions with the total composition C4H15N2O (ωB97M-V/def2-TZVPD, the Open Molecules 2025 dataset).

The calculation puts the frontier orbital gap at 9.556 eV. The multiplicity is 1. As for the charge: +1.

CARTESIAN COORDINATES (ANGSTROEM)
N 0.64337 -1.95933 -0.88456
C 1.33387 -1.01441 0.01600
C 0.28638 -0.41290 0.97732
N -0.85885 0.01616 0.17923
C -0.96860 1.48669 0.16238
C -2.11549 -0.57673 0.63906
H 0.16349 -2.66755 -0.32586
H 1.29310 -2.32971 -1.57723
H -0.07710 -1.42073 -1.37959
H 1.71975 -0.19062 -0.58469
H 2.23543 -1.33932 0.51526
H 0.72656 0.40156 1.54653
H 0.11750 -1.23946 1.68375
H -1.23718 1.87607 -0.82476
H -0.06182 1.92633 0.51277
H -1.83268 1.85214 0.73478
H -2.51232 -0.17421 1.56012
H -2.08559 -1.66346 0.57488
H -2.89255 -0.32769 -0.08811
H 1.61479 3.20493 -0.92356
H 2.67939 2.27782 -1.48577
O 1.82856 2.27442 -1.02796

Mulliken population analysis, charges in e, atoms 1 to 8: atom 1 (N): -0.17, atom 2 (C): -0.60, atom 3 (C): -0.64, atom 4 (N): -0.01, atom 5 (C): -1.01, atom 6 (C): -1.18, atom 7 (H): 0.33, atom 8 (H): 0.36

Most stable one: run Q, least stable one: run P.